ORCA calculation (ωB97M-V/def2-TZVPD) on a structure of composition C5H8O2.

Each line ends with the natural charge from an NBO analysis.
CARTESIAN COORDINATES (ANGSTROEM)
O: 2.56625 0.76111 0.73290  -0.740
C: 1.82295 0.20072 -0.18567  -0.122
C: 0.38366 0.01405 0.17317  0.574
O: -0.36008 0.97556 0.73216  -0.448
C: -1.56712 0.22427 0.42118  0.092
C: -1.72052 0.19889 -1.04185  -0.393
C: -0.75275 -0.77403 -0.35646  -0.368
H: 1.81712 -0.18046 1.79871  0.159
H: 1.57724 0.86868 -1.06406  0.237
H: 2.15737 -0.76008 -0.64715  0.150
H: 1.17576 -0.69029 1.87943  -0.113
H: -2.29791 0.10192 1.20958  0.235
H: -1.32717 1.02262 -1.63224  0.238
H: -2.61906 -0.27509 -1.42755  0.241
H: -0.82129 -1.85021 -0.43756  0.259

Values from the calculation:
Gap between HOMO and LUMO   8.2 eV
Highest occupied orbital energy   -8.38 eV
Energy relative to the best compared isomer or geometry (same formula, charge and spin)   151.8 kcal per mole
LUMO level   -0.131 eV